Here is a cluster of 2 separate species, C3H8N2 in total from the OMol25 dataset. Energies are from ωB97M-V/def2-TZVPD.

Results
Max |F| = 0.0441 Eh/bohr
Relative energy (zero: lowest compared OMol25 entry of this formula, charge and spin) = 49.60 kcal per mole
HOMO-LUMO gap (alpha / beta) = 0.1306 / 0.1716 Ha
Calculated total energy = -6216.9790 eV
Molar mass = 72.1 g/mol
Charge = -1
2S+1 = 2

Geometry (Å):
C1 1.502 -0.709 -2.479
N1 2.171 0.126 -1.648
H1 1.851 -1.684 -2.890
H2 0.399 -0.582 -2.452
H3 1.877 -0.008 -0.677
C2 -2.078 0.668 0.800
C3 -1.107 0.126 1.524
N2 0.293 0.180 1.317
H4 -1.863 1.354 -0.006
H5 -3.093 0.397 1.054
H6 -1.322 -0.546 2.350
H7 0.630 1.097 1.116
H8 0.741 -0.419 1.991